Molecular formula: C30H41CoF6GeNO5PS2Si3
Method: DFT, the ωB97M-V functional and the def2-TZVPD basis

Element x y z (Å)
Co -0.147 -0.431 0.743
O -1.106 -3.168 -0.391
C -1.058 -2.419 0.545
C -2.130 -1.811 1.338
C -3.391 -2.357 1.578
C -4.221 -1.696 2.463
C -3.789 -0.513 3.065
C -2.557 0.054 2.765
C -1.695 -0.579 1.876
P 1.423 0.618 1.758
C 1.236 1.779 3.096
C 2.313 2.048 3.948
C 2.131 2.874 5.044
C 0.890 3.447 5.288
C -0.174 3.210 4.428
C -0.002 2.377 3.336
C 3.040 0.939 1.075
C 3.962 -0.093 0.942
C 5.203 0.150 0.381
C 5.518 1.425 -0.067
C 4.608 2.464 0.070
C 3.374 2.230 0.650
H -3.678 -3.294 1.119
H -5.194 -2.101 2.706
H -4.441 -0.015 3.772
H -2.297 0.993 3.230
H 3.284 1.612 3.748
H 2.961 3.075 5.707
H 0.757 4.098 6.142
H -1.130 3.686 4.603
H -0.813 2.207 2.642
H 3.712 -1.085 1.299
H 5.921 -0.654 0.284
H 6.481 1.612 -0.524
H 4.856 3.455 -0.284
H 2.665 3.041 0.758
C 3.943 -3.562 0.213
Si 2.261 -4.278 0.608
C 1.373 -5.069 -0.813
C 2.410 -5.476 2.033
Ge 0.895 -2.473 1.634
Si 0.775 -2.529 4.085
C 0.185 -4.229 4.582
C -0.291 -1.220 4.859
C 2.583 -2.184 4.470
Si -1.482 1.391 -0.234
C -2.262 0.193 -1.418
C -2.883 2.213 0.685
C -0.181 2.740 -0.319
H 4.442 -4.155 -0.557
H 4.577 -3.573 1.102
H 3.882 -2.544 -0.161
H 2.045 -5.784 -1.295
H 1.048 -4.347 -1.552
H 0.490 -5.610 -0.469
H 3.088 -6.285 1.748
H 1.454 -5.934 2.287
H 2.821 -5.007 2.928
H -0.788 -4.445 4.137
H 0.065 -4.284 5.667
H 0.879 -5.013 4.289
H -1.350 -1.393 4.671
H -0.036 -0.224 4.497
H -0.138 -1.228 5.942
H 3.269 -2.749 3.835
H 2.832 -2.419 5.507
H 2.788 -1.121 4.319
H -3.133 -0.233 -0.918
H -1.629 -0.593 -1.817
H -2.584 0.803 -2.266
H -3.654 1.520 1.018
H -3.347 2.909 -0.021
H -2.545 2.801 1.538
H 0.779 2.467 -0.750
H -0.040 3.095 0.703
H -0.588 3.559 -0.914
F 0.509 -2.438 -3.236
C 1.710 -1.872 -3.179
F 2.580 -2.750 -2.690
F 2.092 -1.536 -4.399
S 1.652 -0.358 -2.125
O 1.200 -0.916 -0.817
O 2.966 0.189 -2.122
N 0.496 0.409 -2.799
S 0.559 1.723 -3.717
O 1.695 2.546 -3.469
O -0.764 2.277 -3.711
C 0.759 1.036 -5.425
F 0.377 1.955 -6.299
F 2.029 0.724 -5.646
F 0.006 -0.051 -5.577

Calculated values
- charge = +1
- 2S+1 = 2
- Kohn-Sham gap (spin up / spin down) (eV) = 5.9313 / 6.4619
- E_LUMO (spin up / spin down) (eV) = -5.02 / -4.61

---

Molecular formula: C30H41IrN2O3Sb2Si
Method: DFT, the ωB97M-V functional and the def2-TZVPD basis

Element x y z (Å)
Ir -0.213 0.331 -0.040
C 4.962 -0.166 -1.079
Sb 2.927 -0.542 -0.473
C 3.318 -0.945 1.607
C 2.853 -2.655 -1.370
C 3.068 -3.585 -0.296
C 4.395 -3.795 0.160
C 4.667 -4.642 1.197
C 3.607 -5.305 1.840
C 2.301 -5.116 1.420
C 1.993 -4.278 0.351
C 0.586 -4.142 -0.068
Sb -0.379 -2.349 0.806
C -0.087 -2.767 2.887
C -2.413 -2.992 0.641
H 5.632 -0.860 -0.574
H 5.235 0.855 -0.815
H 5.036 -0.285 -2.158
H 4.316 -1.356 1.734
H 2.573 -1.639 1.996
H 3.243 -0.003 2.151
H 3.690 -2.579 -2.064
H 1.900 -2.715 -1.885
H 5.203 -3.284 -0.349
H 5.685 -4.803 1.522
H 3.814 -5.980 2.660
H 1.496 -5.650 1.909
H -0.024 -4.959 0.313
H 0.438 -4.046 -1.142
H -0.553 -3.723 3.120
H -0.560 -1.982 3.475
H 0.973 -2.807 3.134
H -2.507 -3.982 1.085
H -2.723 -3.022 -0.402
H -3.042 -2.287 1.182
O -7.185 0.657 -0.581
C -6.573 1.049 0.623
C -5.096 0.833 0.524
C -4.267 1.133 1.635
C -2.923 0.952 1.514
N -2.347 0.506 0.378
C -3.123 0.210 -0.720
C -4.521 0.364 -0.626
C -2.434 -0.195 -1.893
C -3.063 -0.527 -3.108
C -2.337 -0.903 -4.206
C -3.035 -1.260 -5.499
O -3.946 -0.259 -5.906
C -0.922 -0.915 -4.095
C -0.349 -0.579 -2.905
N -1.054 -0.248 -1.798
H -8.130 0.823 -0.535
H -6.959 0.476 1.476
H -6.751 2.110 0.839
H -4.690 1.504 2.558
H -2.254 1.154 2.341
H -5.153 0.134 -1.470
H -4.140 -0.473 -3.184
H -3.637 -2.157 -5.344
H -2.295 -1.483 -6.273
H -3.476 0.469 -6.322
H -0.303 -1.182 -4.940
H 0.729 -0.549 -2.806
C 0.560 5.009 -3.575
Si 1.170 4.855 -1.800
C 0.171 6.002 -0.687
C 3.021 5.141 -1.647
C 0.822 3.115 -1.214
C 0.504 2.014 -0.774
H 0.747 6.021 -3.936
H -0.511 4.813 -3.635
H 1.080 4.308 -4.230
H 0.340 7.037 -0.984
H 0.475 5.887 0.355
H -0.896 5.791 -0.762
H 3.257 6.154 -1.977
H 3.592 4.445 -2.263
H 3.352 5.036 -0.613
O 1.148 1.265 2.506
C 0.625 0.877 1.586

Calculated values
- charge = +2
- 2S+1 = 5
- Kohn-Sham gap (spin up / spin down) (eV) = 4.5141 / 4.2455
- E_LUMO (spin up / spin down) (eV) = -5.63 / -9.24

---

Molecular formula: C30H41N2O2PtTe
Method: DFT, the ωB97M-V functional and the def2-TZVPD basis

Element x y z (Å)
Pt -1.512 -0.961 0.780
C 4.847 -0.946 -0.369
C 4.631 -0.353 1.036
C 5.106 1.101 1.035
C 5.456 -1.142 2.060
C 3.146 -0.472 1.335
C 2.576 -1.716 1.615
C 1.207 -1.850 1.710
N 0.394 -0.799 1.568
C 0.919 0.420 1.380
C 2.277 0.618 1.251
C -0.111 1.485 1.301
C 0.157 2.823 1.514
C -0.856 3.772 1.425
C -2.139 3.285 1.178
C -2.347 1.940 0.971
N -1.354 1.043 1.009
C -0.605 5.266 1.573
C -1.240 6.002 0.383
C 0.889 5.591 1.605
C -1.252 5.742 2.883
H 5.900 -0.868 -0.641
H 4.262 -0.403 -1.114
H 4.557 -1.996 -0.409
H 6.174 1.126 0.823
H 4.946 1.581 2.003
H 4.615 1.694 0.261
H 6.517 -0.987 1.866
H 5.269 -2.214 2.005
H 5.246 -0.808 3.078
H 3.189 -2.598 1.730
H 0.732 -2.808 1.880
H 2.652 1.611 1.055
H 1.167 3.117 1.756
H -2.992 3.948 1.146
H -3.326 1.554 0.744
H -0.840 5.635 -0.564
H -1.017 7.067 0.457
H -2.324 5.892 0.361
H 1.401 5.226 0.712
H 1.379 5.178 2.488
H 1.017 6.673 1.641
H -2.320 5.520 2.908
H -1.128 6.821 2.982
H -0.785 5.264 3.745
C -5.260 -0.203 0.282
Te -3.748 -1.569 -0.315
C -4.423 -3.076 1.001
H -5.334 -0.177 1.367
H -6.193 -0.555 -0.151
H -5.050 0.790 -0.103
H -5.242 -3.584 0.499
H -4.759 -2.628 1.933
H -3.592 -3.752 1.177
C -1.317 -2.648 -5.938
C -1.135 -2.855 -4.459
C -1.847 -3.828 -3.774
C -1.673 -4.037 -2.411
C -2.441 -5.127 -1.709
C -0.775 -3.228 -1.708
C -0.050 -2.236 -2.375
C 0.927 -1.339 -1.661
C -0.246 -2.066 -3.739
C -0.548 -3.554 -0.254
O 0.246 -4.392 0.095
O -1.336 -2.949 0.649
H -1.888 -3.460 -6.385
H -0.353 -2.589 -6.443
H -1.846 -1.714 -6.137
H -2.545 -4.458 -4.314
H -3.107 -5.638 -2.402
H -3.047 -4.730 -0.893
H -1.764 -5.864 -1.274
H 1.475 -1.875 -0.884
H 0.406 -0.497 -1.199
H 1.651 -0.927 -2.365
H 0.328 -1.306 -4.261

Calculated values
- charge = +1
- 2S+1 = 1
- Kohn-Sham gap (eV) = 7.2762
- E_LUMO (eV) = -3.50

---

Result set for ΔE to the lowest compared entry with this formula, charge and spin: 0.5058, 0.2978, 0.0000 eV, one per record in the order listed.